1.
{
  "formula": "C25H40Cl4N3O3RhSi",
  "method": "ωB97M-V with the def2-TZVPD basis set",
  "elements": ["C", "C", "H", "H", "H", "C", "C", "H", "H", "H", "H", "Rh", "Cl", "Cl", "C", "O", "N", "C", "C", "H", "H", "H", "H", "H", "H", "H", "H", "H", "C", "C", "N", "H", "C", "O", "H", "H", "H", "H", "O", "C", "C", "C", "H", "C", "H", "C", "H", "C", "C", "H", "H", "H", "Si", "Cl", "C", "C", "C", "H", "H", "H", "H", "H", "H", "H", "H", "H", "Cl", "C", "C", "C", "C", "N", "C", "H", "H", "H", "H"],
  "coordinates": [[1.580, -0.685, -3.068], [1.146, 0.752, -3.020], [1.251, -1.193, -3.987], [1.170, -1.225, -2.189], [2.668, -0.738, -3.005], [0.619, 1.455, -4.028], [0.426, 0.960, -5.435], [0.318, 2.482, -3.852], [0.636, -0.113, -5.553], [1.063, 1.498, -6.144], [-0.607, 1.137, -5.765], [0.154, -0.109, 1.009], [2.363, 0.261, 1.341], [0.329, -2.280, 0.317], [0.486, 2.901, 1.686], [-0.352, 1.953, 1.678], [0.158, 4.140, 2.062], [-1.183, 4.511, 2.468], [1.141, 5.213, 2.021], [1.524, 2.751, 1.384], [-1.823, 3.635, 2.542], [-1.606, 5.228, 1.755], [-1.137, 5.028, 3.433], [2.093, 4.822, 1.660], [1.264, 5.627, 3.027], [0.795, 6.004, 1.348], [-1.538, -0.949, -2.637], [-2.342, 1.531, -2.994], [-2.351, -1.070, -1.899], [-3.195, 1.202, -2.383], [-2.766, 0.226, -1.392], [-2.013, -1.708, -1.083], [-2.542, 0.596, -0.125], [-2.033, -0.157, 0.742], [-3.621, 2.066, -1.866], [-2.866, 1.636, 0.120], [-3.198, -1.535, -2.420], [-3.947, 0.751, -3.039], [0.124, 0.657, -0.976], [1.183, 1.295, -1.586], [-0.142, 3.511, -1.402], [1.076, 2.826, -1.475], [-1.084, 2.948, -1.373], [-0.141, 4.912, -1.434], [2.148, 0.967, -1.143], [2.278, 3.525, -1.538], [-1.085, 5.466, -1.406], [1.067, 5.610, -1.531], [2.279, 4.913, -1.578], [3.214, 2.968, -1.620], [1.078, 6.700, -1.552], [3.233, 5.434, -1.662], [0.400, -6.774, 0.116], [0.596, -5.976, -1.828], [-1.450, -6.754, 0.479], [1.529, -5.564, 1.008], [0.944, -8.547, 0.492], [-1.893, -5.820, 0.112], [-1.651, -6.839, 1.554], [-1.936, -7.601, -0.025], [0.315, -9.297, -0.002], [0.867, -8.742, 1.570], [1.986, -8.738, 0.215], [1.274, -4.527, 0.740], [2.561, -5.763, 0.689], [1.472, -5.664, 2.099], [1.112, 0.613, 6.571], [0.371, -0.315, 5.338], [-0.400, -1.429, 5.681], [-0.972, -2.141, 4.646], [-0.806, -1.724, 3.329], [-0.052, -0.660, 3.017], [0.548, 0.060, 3.991], [-0.515, -1.725, 6.722], [-1.579, -3.008, 4.842], [-1.230, -2.275, 2.495], [1.215, 0.873, 3.716]],
  "mulliken_charge": [-1.43, 0.42, 0.40, 0.03, 0.31, 0.07, -1.51, 0.40, 0.33, 0.31, 0.30, 0.39, -0.54, -0.45, -0.24, -0.84, 0.45, -0.94, -1.05, 0.49, 0.27, 0.28, 0.35, 0.30, 0.36, 0.39, 0.15, 0.16, -0.80, -0.79, 0.27, 0.18, 0.28, -0.69, 0.32, 0.27, 0.41, 0.32, 0.47, -0.46, 0.50, 0.07, -0.03, -0.69, 0.43, -0.07, 0.41, -0.59, -0.74, 0.44, 0.41, 0.38, 0.59, -0.34, -0.92, -0.38, -0.98, 0.24, 0.32, 0.28, 0.28, 0.32, 0.29, -0.16, 0.28, 0.31, -0.23, -0.07, -0.15, -0.94, -0.20, 0.51, -0.33, 0.44, 0.40, 0.49, 0.48],
  "homo_energy_ev": [-7.0068, -8.0173],
  "s2": 6.0134,
  "e_tot_ev": -98163.7176,
  "spin_multiplicity": 5,
  "e_lumo_ha": [0.0112, -0.0501],
  "de_lowest_kcal_mol": 0.00,
  "charge": 0,
  "gap_ev": [7.31, 6.65],
  "max_force_ev_per_a": 3.315
}



2.
{
  "formula": "ClH3N2S2",
  "method": "ωB97M-V with the def2-TZVPD basis set",
  "elements": ["N", "N", "S", "S", "Cl", "H", "H", "H"],
  "coordinates": [[0.777, -0.177, -0.582], [-0.344, 0.248, 0.026], [-1.185, -0.818, 1.042], [-0.376, 1.925, 0.525], [2.066, -0.611, 0.650], [0.327, -1.430, -1.018], [-1.551, -1.422, -0.084], [0.286, 2.285, -0.559]],
  "nbo_charge": [-0.49, -0.39, 0.16, 0.33, -0.05, 0.23, 0.08, 0.14],
  "homo_energy_ev": [-5.5241, -9.6485],
  "s2": 2.0156,
  "e_tot_ev": -37213.7890,
  "spin_multiplicity": 3,
  "e_lumo_ha": [-0.0148, -0.1163],
  "de_lowest_kcal_mol": 62.39,
  "charge": 0,
  "gap_ev": [5.12, 6.48],
  "max_force_ev_per_a": 4.606
}



3.
{
  "formula": "C10H30Ba2NO8",
  "method": "ωB97M-V with the def2-TZVPD basis set",
  "elements": ["Ba", "Ba", "N", "O", "O", "O", "C", "C", "O", "H", "H", "H", "H", "H", "H", "C", "C", "O", "H", "H", "H", "H", "H", "H", "C", "C", "O", "H", "H", "H", "H", "H", "H", "C", "C", "O", "H", "H", "H", "H", "H", "H", "C", "C", "O", "H", "H", "H", "H", "H", "H"],
  "coordinates": [[-0.321, -1.392, 4.534], [-5.172, -0.081, 0.142], [-1.352, -0.710, 0.797], [-2.545, -0.347, 0.616], [-0.561, -0.657, -0.120], [-0.948, -1.128, 1.926], [0.233, -4.411, 1.451], [1.414, -4.053, 2.312], [0.968, -3.661, 3.655], [-0.245, -5.346, 1.741], [0.521, -4.533, 0.404], [-0.493, -3.594, 1.399], [1.948, -3.208, 1.872], [2.115, -4.875, 2.432], [1.433, -4.231, 4.280], [-2.570, 3.014, -2.841], [-2.623, 1.937, -1.780], [-3.897, 1.192, -1.906], [-1.699, 3.649, -2.696], [-3.478, 3.613, -2.863], [-2.470, 2.528, -3.816], [-2.629, 2.307, -0.754], [-1.809, 1.221, -1.901], [-4.018, 1.098, -2.863], [-0.060, -1.325, -5.209], [-0.790, -1.313, -3.881], [-0.010, -0.514, -2.976], [0.264, -0.319, -5.468], [-0.736, -1.667, -5.998], [0.776, -2.019, -5.226], [-0.841, -2.338, -3.502], [-1.773, -0.841, -3.981], [-0.323, -0.627, -2.075], [-0.019, 3.327, 2.162], [0.490, 2.693, 3.427], [0.295, 1.240, 3.363], [-1.031, 2.952, 1.955], [0.624, 3.208, 1.292], [-0.245, 4.396, 2.226], [-0.049, 3.053, 4.302], [1.553, 2.853, 3.608], [0.820, 1.021, 2.555], [4.024, 1.479, 1.134], [3.060, 0.528, 0.463], [1.864, 0.371, 1.302], [3.482, 2.326, 1.565], [4.689, 1.921, 0.393], [4.600, 1.001, 1.922], [3.577, -0.422, 0.319], [2.651, 0.905, -0.474], [1.306, -0.221, 0.781]],
  "mulliken_charge": [1.85, 1.84, 0.29, -0.46, -0.51, -0.37, -0.87, -0.17, -0.45, 0.34, 0.36, 0.08, 0.12, 0.42, 0.26, -1.31, 0.49, -0.50, 0.37, 0.36, 0.39, 0.08, -0.03, 0.27, -1.28, 0.13, -0.44, 0.32, 0.37, 0.32, 0.29, 0.11, 0.27, -0.93, -0.36, -0.30, 0.16, 0.27, 0.45, 0.33, 0.30, 0.33, -1.16, -0.16, -0.53, 0.24, 0.38, 0.31, 0.31, 0.29, 0.15],
  "homo_energy_ev": -16.2728,
  "e_tot_ev": -30088.0985,
  "e_lumo_ha": -0.3507,
  "de_lowest_kcal_mol": 0.00,
  "charge": 3,
  "gap_ev": 6.73,
  "max_force_ev_per_a": 1.484
}



4.
{
  "formula": "C5H11NO",
  "method": "ωB97M-V with the def2-TZVPD basis set",
  "elements": ["C", "C", "C", "O", "N", "C", "C", "H", "H", "H", "H", "H", "H", "H", "H", "H", "H", "H"],
  "coordinates": [[0.412, 1.793, -0.379], [-0.093, 0.687, 0.613], [1.012, 0.423, 1.621], [1.148, -0.633, 2.162], [-0.257, -0.561, -0.143], [0.242, -0.902, -1.447], [-1.325, -1.471, 0.331], [1.305, 1.517, -0.924], [-0.485, 2.125, -0.903], [0.687, 2.625, 0.280], [-0.899, 1.156, 1.261], [1.697, 1.346, 1.722], [0.331, -1.980, -1.554], [1.256, -0.494, -1.588], [-0.320, -0.569, -2.351], [-2.322, -1.007, 0.310], [-1.419, -2.309, -0.354], [-0.971, -1.747, 1.342]],
  "nbo_charge": [-0.62, -0.14, 0.45, -0.51, -0.48, -0.39, -0.41, 0.22, 0.23, 0.20, 0.22, 0.09, 0.20, 0.19, 0.16, 0.17, 0.20, 0.22],
  "homo_energy_ev": -7.8544,
  "e_tot_ev": -8899.0117,
  "smiles": "C[C@H](C=O)N(C)C",
  "e_lumo_ha": 0.0348,
  "de_lowest_kcal_mol": 61.93,
  "charge": 0,
  "gap_ev": 8.80,
  "max_force_ev_per_a": 2.716
}